The following is a DFT calculation (ωB97M-V/def2-TZVPD) of 2 unconnected molecules or ions with the total composition C4H12N2S.

The geometry in XYZ format:
```
19
Properties=species:S:1:pos:R:3:lowdin_charge:R:1
C 1.404 -2.087 0.251 -0.0686
C 0.466 -0.901 0.334 -0.4742
C 0.159 -0.287 -1.246 -0.6387
S -0.659 -1.473 -2.174 0.5777
N 0.861 0.101 1.110 0.0806
C -0.063 1.114 1.397 -0.3377
N 0.147 2.249 0.506 0.0247
H 1.513 -2.562 1.216 0.0789
H 1.054 -2.759 -0.525 0.0441
H 2.391 -1.736 -0.060 0.0880
H -4.007 0.885 -1.286 0.0087
H -0.430 0.619 -1.155 0.0307
H 1.160 -0.050 -1.620 0.0685
H -3.741 0.669 -1.899 0.0037
H -0.542 -1.233 0.657 0.1428
H -1.122 0.861 1.325 0.1140
H 0.215 1.484 2.392 0.1263
H 0.835 1.986 -0.189 0.0603
H 0.360 3.121 0.965 0.0703
```

Energy relative to the best compared isomer or geometry (same formula, charge and spin) (kcal/mol): 116.3
2S+1: 1
DFT total energy (eV): -18152.974
HOMO energy (eV): -8.34
Largest force on an atom (hartree/bohr): 0.0784